(1)
The following is a DFT calculation (ωB97M-V/def2-TZVPD) of a molecular structure, C51H56CuN3OSb2.

Positions of all 114 atoms, in Å:
Sb  -14.0544  -8.6893  6.2960
Sb  -20.0382  -13.8100  9.6595
Cu  -19.8641  -11.6130  7.3381
O  -20.2228  -9.7345  7.5836
N  -21.4974  -12.6475  7.2459
N  -18.2781  -12.6611  7.3400
N  -18.1725  -11.6130  10.3630
C  -23.7039  -13.2956  6.6225
C  -14.7881  -6.5853  6.5274
C  -17.3547  -14.6487  8.2724
C  -23.6454  -8.8897  9.8902
C  -23.9212  -13.9485  7.8710
C  -14.6845  -4.1839  6.5414
C  -20.4659  -7.6633  6.3757
C  -18.9690  -11.0902  13.0327
C  -19.0697  -12.2943  10.9574
C  -15.8259  -4.1375  7.3662
C  -17.1167  -12.5020  6.5744
C  -15.9787  -6.5433  7.2544
C  -12.6297  -9.4010  3.7268
C  -22.3850  -9.0028  9.3535
C  -22.8891  -13.8901  8.7733
C  -22.1483  -12.0631  5.0242
C  -13.0919  -11.0171  11.3140
C  -20.8691  -8.6400  7.4299
C  -13.8012  -13.2947  11.9995
C  -13.8463  -8.8658  4.1371
C  -9.9184  -7.9810  7.7475
C  -11.2773  -7.8081  7.4271
C  -22.0175  -8.2622  8.2182
C  -11.5396  -10.1853  7.2638
C  -16.5126  -5.3151  7.6391
C  -9.4051  -9.2676  7.9210
C  -10.2423  -10.3443  7.7577
C  -16.1913  -14.4777  7.5182
C  -12.6061  -11.7377  13.6551
C  -12.0450  -8.9221  7.1096
C  -13.5940  -11.8396  12.4342
C  -13.0363  -5.5722  5.0898
C  -24.5300  -7.9120  9.4617
C  -14.8666  -9.4427  1.9785
C  -14.9135  -8.7924  3.2390
C  -13.6444  -9.9789  1.5919
C  -12.2829  -11.4789  6.8869
C  -17.1297  -11.3016  5.6814
C  -14.2172  -5.4254  6.0437
C  -18.1366  -10.2321  12.3807
C  -18.3729  -13.6839  8.2473
C  -12.4982  -9.8832  2.4267
C  -19.4912  -12.1483  12.2873
C  -17.7047  -10.5347  11.0751
C  -16.0923  -13.4362  6.5970
C  -22.5206  -12.6652  6.3274
C  -21.7048  -13.1788  8.4407
C  -16.1609  -7.9916  3.5798
C  -24.2198  -7.2279  8.3029
C  -16.6631  -9.7098  10.4374
C  -22.9049  -7.2656  7.8028
H  -13.1911  -11.6667  7.4953
H  -12.8627  -12.4256  14.4678
H  -17.3778  -5.3167  8.2426
H  -14.2116  -3.2459  6.2980
H  -12.5967  -10.7571  14.1261
H  -11.7585  -6.8280  7.5905
H  -18.0837  -11.2337  5.0885
H  -15.7475  -9.3841  1.3169
H  -12.8105  -13.7300  11.6997
H  -23.0440  -14.2796  9.7871
H  -15.3656  -15.2051  7.5128
H  -9.9231  -11.3579  8.1037
H  -15.9276  -7.0585  4.1222
H  -21.4299  -11.2810  5.2169
H  -21.7399  -9.6127  9.9273
H  -17.1011  -10.2813  6.1636
H  -11.6387  -12.3007  7.0970
H  -23.9372  -9.4529  10.7738
H  -11.5753  -11.9814  13.3005
H  -17.7367  -9.2690  12.8382
H  -22.9979  -11.6911  4.4288
H  -25.4094  -7.6286  10.0291
H  -14.5559  -11.5118  12.8711
H  -19.2862  -11.0126  14.0752
H  -19.9643  -6.7953  6.8642
H  -16.4308  -7.4527  7.6374
H  -13.6093  -10.3411  0.5692
H  -17.0582  -8.6690  10.2962
H  -24.4982  -13.2842  5.8629
H  -15.2709  -13.2752  5.8945
H  -11.5308  -10.2044  2.0976
H  -14.1836  -13.8629  12.8122
H  -19.7721  -8.0755  5.6333
H  -16.6358  -7.7592  2.6279
H  -13.4836  -11.0693  10.3046
H  -9.3072  -7.1061  7.9919
H  -12.6305  -11.4792  5.8405
H  -12.1498  -10.4507  11.5360
H  -13.2928  -6.2102  4.2613
H  -12.0988  -5.9735  5.4890
H  -24.8363  -14.5384  8.0395
H  -16.1202  -3.1595  7.7654
H  -22.5979  -6.4849  7.1009
H  -24.9883  -6.6353  7.8363
H  -21.6312  -12.8663  4.4932
H  -17.4877  -15.5679  8.8786
H  -20.3654  -12.6701  12.6536
H  -12.7181  -4.5772  4.6711
H  -16.3107  -11.3881  4.9585
H  -16.5282  -10.1401  9.4529
H  -11.7402  -9.2848  4.3744
H  -8.3830  -9.3616  8.2488
H  -14.4582  -13.3283  11.1618
H  -15.7496  -9.6031  10.9753
H  -16.8807  -8.5399  4.1797
H  -21.4027  -7.3682  5.9070

## Properties
Highest occupied orbital energy (alpha / beta)   -9.611 / -9.622 eV
Total charge   +1
Energy above the lowest of the compared OMol25 structures with the same formula, charge and spin   0.0 kJ/mol
Expectation value of S²   0.754
LUMO (alpha / beta)   -2.94 / -2.94 eV
F_max   3.979 eV Å⁻¹
Energy   -118017.726 eV
2S+1   2

Atomic partial charges in e from the Mulliken method, atoms 1 to 6: Sb 0.838; Sb 0.710; Cu -1.360; O 0.030; N 0.343; N 0.717


(2)
The following is a DFT calculation (ωB97M-V/def2-TZVPD) of 6 unconnected molecules or ions with the total composition C51H56INO12S.

Positions of all 122 atoms, in Å:
I  0.0122  -1.2101  0.2321
S  -5.9047  2.4236  3.2017
O  -4.0409  -0.0192  7.6180
O  -4.8732  2.9687  -6.8003
O  3.3206  -1.9113  -1.6939
O  -0.7791  0.1559  -11.6406
O  -0.3257  2.7456  -7.0450
O  7.6175  4.2555  -7.9832
O  -3.0562  -1.5796  6.3541
O  -11.2490  -1.7421  5.1901
O  2.5242  -0.1812  -6.6319
O  6.5759  -0.8252  -6.9201
O  -3.3464  1.5755  -1.9283
O  -7.4902  -1.1677  1.5059
N  -4.1102  1.6677  5.1548
C  2.7051  -0.5871  -5.4997
C  -0.6724  0.7477  -10.5892
C  -5.5181  2.2662  -4.6464
C  -1.9332  0.4055  3.3335
C  4.2537  1.0900  4.3464
C  -3.6770  -0.4041  6.5609
C  -3.7210  0.2639  5.2044
C  5.6603  3.1321  5.1516
C  -2.2795  -0.5174  2.1607
C  3.1404  -1.5163  -2.8253
C  6.0342  2.6629  -7.2777
C  -2.3755  -1.5957  5.0236
C  -10.3067  -2.5267  3.1812
C  -5.1322  1.9140  -3.4234
C  -0.6646  -3.3261  4.1445
C  -3.0924  2.6365  -5.3027
C  4.0462  -1.9089  -3.9348
C  -3.6960  1.8955  -3.0450
C  -8.3541  -1.2980  2.3474
C  -9.3642  -2.3819  2.2541
C  1.4554  -4.5726  3.3903
C  1.7979  -0.1916  -4.3950
C  8.1560  0.7680  -7.6275
C  4.6265  3.4471  6.2316
C  -4.8918  1.9977  4.3033
C  3.7417  0.2315  5.4990
C  3.0876  -2.5720  3.6799
C  5.6488  1.6917  4.6280
C  0.6158  -4.0748  4.5652
C  0.7124  1.3944  -8.6687
C  -9.3767  -0.5266  4.4403
C  -1.0631  -2.3337  5.2293
C  7.3788  3.0939  -7.7393
C  0.5976  0.7407  -9.8215
C  2.3855  -3.5400  2.7291
C  -2.7073  2.2826  -4.0803
C  -1.7015  2.1659  -8.8675
C  5.7716  1.3865  -7.0115
C  8.4189  2.0442  -7.8931
C  2.3485  -1.2289  3.8402
C  3.8438  -1.4804  -5.1781
C  -10.3889  -1.6102  4.3483
C  2.4744  -0.5973  5.2277
C  6.8132  0.3396  -7.1633
C  -1.6291  -0.0155  0.8646
C  -1.8132  1.5129  -10.0204
C  2.0004  -0.6220  -3.1526
C  -8.4359  -0.3816  3.5113
C  -4.5264  2.6539  -5.6817
C  -2.3212  -0.1042  4.7142
C  -0.4281  2.1535  -8.1028
H  3.1783  -3.0251  4.6688
H  -2.5236  2.7273  -8.4385
H  4.7179  4.4867  6.5390
H  -5.8343  1.6263  -2.6512
H  4.8711  -2.5591  -3.6728
H  -11.0533  -3.3092  3.1353
H  6.2126  1.6795  3.6944
H  1.5823  -0.0161  5.4674
H  -0.2706  -1.5988  5.3826
H  -1.1595  -2.8820  6.1664
H  -3.0735  -2.1460  4.3898
H  -1.6021  0.2844  5.4430
H  4.7967  1.0501  -6.6826
H  5.2912  3.4435  -7.1754
H  -0.4776  -2.8322  3.1890
H  1.4147  0.1761  -10.2521
H  -9.2849  -3.0376  1.3963
H  -2.7294  1.5046  -10.5969
H  9.3906  2.3804  -8.2313
H  -1.2239  0.9811  1.0176
H  -2.4440  1.3542  3.1657
H  1.3561  -0.3482  -2.3266
H  -1.6663  2.2627  -3.7830
H  2.4800  -1.4206  5.9478
H  -2.3844  2.9245  -6.0691
H  6.1911  1.0536  5.3266
H  -2.3420  0.0642  0.0547
H  0.3036  -4.9481  5.1429
H  -2.0166  -1.5500  2.3655
H  2.6518  -0.5500  3.0466
H  1.6235  1.3991  -8.0913
H  4.3560  0.4904  3.4427
H  3.6109  3.2574  5.8908
H  -3.3581  -0.4703  1.9918
H  4.5572  -0.3986  5.8532
H  -4.4150  -0.3647  4.6310
H  -0.8645  0.6262  3.3111
H  5.5661  3.8511  4.3372
H  0.9759  0.4621  -4.6611
H  0.7479  -4.9047  2.6255
H  6.6421  3.3117  5.5966
H  3.1580  -4.1043  2.2019
H  2.0157  -5.4578  3.6885
H  4.1075  -2.3857  3.3407
H  1.8424  -3.0071  1.9494
H  -1.4696  -4.0501  4.0170
H  4.4950  -1.7512  -5.9988
H  -6.5582  2.2865  -4.9461
H  1.1823  -3.4540  5.2584
H  3.5058  0.9085  6.3225
H  4.8045  2.8321  7.1145
H  -9.4536  0.1287  5.2987
H  -7.6869  0.4005  3.5525
H  8.8972  -0.0138  -7.7329
H  3.5599  1.8976  4.1081
H  1.2871  -1.4267  3.6624

## Properties
Highest occupied orbital energy   -9.575 eV
Total charge   0
LUMO   -1.72 eV
F_max   1.082 eV Å⁻¹
SMILES   CCCCCCCCCCCCC[C@H]1OC(=O)[C@@H](N=C=S)[C@@H]1CCCI.O=C1C=CC(=O)C=C1.O=C1C=CC(=O)C=C1.O=C1C=CC(=O)C=C1.O=C1C=CC(=O)C=C1.O=C1C=CC(=O)C=C1
Energy   -98785.651 eV
2S+1   1

Atomic partial charges in e from the Mulliken method, atoms 1 to 6: I 0.057; S -0.444; O -0.578; O -0.556; O -0.529; O -0.545